[1]
{
  "formula": "C13H17Cl2N4NiO4",
  "method": "wB97M-V/def2-TZVPD",
  "species": ["Ni", "Cl", "Cl", "O", "O", "O", "O", "N", "N", "N", "N", "C", "C", "C", "C", "C", "C", "C", "C", "C", "C", "C", "C", "C", "H", "H", "H", "H", "H", "H", "H", "H", "H", "H", "H", "H", "H", "H", "H", "H", "H"],
  "positions_angstrom": [[0.447500, -1.219661, -1.829353], [2.442229, 4.841501, -5.255902], [-1.614253, 3.060922, -2.191144], [2.209068, -0.884608, -2.623573], [-0.673107, -2.719663, -1.667636], [-1.807682, -4.030732, -0.227071], [-0.020552, 0.620728, -2.021400], [-0.222166, 1.209646, 3.185070], [-1.899317, -0.314285, 2.780997], [0.621226, -1.461135, 0.236449], [-1.819611, 1.652279, 1.581801], [0.497885, 3.763152, -3.700509], [0.552115, 1.520666, -2.746621], [-0.417676, -2.985876, 1.952688], [-0.159716, -2.126527, 3.192429], [-0.586347, -2.212690, 0.654851], [2.560161, 0.151576, -3.226292], [-1.380070, -1.354034, 3.695955], [1.750263, 3.564078, -4.308251], [-0.077353, 2.781073, -2.945283], [1.819771, 1.357055, -3.362319], [-1.324695, 0.847566, 2.523980], [2.401073, 2.386931, -4.139052], [-1.065144, -3.114745, -0.490469], [-0.015882, 4.707316, -3.835393], [3.549010, 0.130933, -3.696771], [-2.598646, 1.374124, 1.009475], [-2.208694, -2.045889, 3.838874], [-1.189606, -0.903729, 4.672770], [0.153049, 2.135989, 3.078521], [0.688138, -1.450682, 3.023681], [1.456148, -2.028650, 0.350151], [0.086725, 0.679827, 3.981400], [-1.389893, 2.534901, 1.366170], [-1.310092, -3.597777, 2.098873], [3.370842, 2.227963, -4.598965], [0.408175, -3.692165, 1.821498], [-1.392483, -1.482585, 0.750242], [-2.741136, -0.527038, 2.272528], [0.137879, -2.777086, 4.019265], [0.762846, -0.618672, 0.778356]],
  "forces_ev_per_angstrom": [[0.0097, -0.0047, 0.1436], [-0.0652, -0.0746, 0.0639], [0.0259, -0.0124, 0.0166], [0.1974, 0.1994, -0.1615], [-0.2713, -0.3864, 0.0456], [0.0608, -0.0383, -0.1725], [-0.1464, 0.2905, -0.0762], [0.0714, 0.0386, 0.0179], [-0.0110, -0.1992, 0.1822], [0.0658, -0.0213, -0.1783], [0.0105, -0.0713, 0.1502], [-0.0638, 0.1701, -0.0601], [-0.1630, -0.2151, 0.2748], [0.0131, 0.0422, 0.1577], [0.0107, 0.0364, -0.0546], [0.1440, 0.1125, 0.1647], [-0.1041, -0.3268, 0.2109], [-0.0704, 0.0255, -0.1023], [-0.1145, 0.2935, -0.0566], [0.0577, 0.0030, 0.0344], [0.0781, 0.0199, -0.1161], [-0.0126, 0.1234, -0.1204], [0.2089, -0.2331, 0.0128], [-0.0116, 0.1562, -0.3345], [0.0254, -0.0456, 0.0095], [0.0231, -0.0177, -0.0264], [0.0138, -0.0179, -0.0556], [-0.0029, 0.0128, 0.0329], [-0.0038, 0.0477, -0.0120], [0.0233, 0.0343, -0.0124], [-0.0570, -0.0224, 0.0464], [0.0172, -0.1025, 0.1357], [-0.0019, -0.0056, 0.0204], [0.0259, 0.0282, -0.0639], [0.0296, 0.0066, -0.0543], [-0.0716, -0.0105, 0.0377], [-0.0162, 0.0216, 0.0434], [0.1142, 0.0566, -0.0772], [-0.0561, -0.0382, -0.0094], [0.0148, 0.0357, -0.0479], [0.0020, 0.0888, -0.0085]],
  "lowdin_spin": [1.724, 0.000, 0.000, 0.045, 0.070, 0.012, 0.063, 0.000, 0.000, 0.059, 0.000, -0.001, 0.006, 0.002, 0.001, 0.001, 0.001, 0.000, 0.001, 0.004, 0.002, 0.000, -0.001, 0.005, 0.000, 0.002, 0.000, 0.000, 0.000, 0.000, 0.000, 0.001, 0.000, 0.000, 0.000, 0.000, 0.000, 0.000, 0.000, 0.000, 0.001],
  "multiplicity": 3,
  "homo_ev": [-10.9, -10.9],
  "total_energy_ha": -3454.1317,
  "gap_ha": [0.287, 0.285],
  "largest_force_ha_per_bohr": 0.0092,
  "charge": 1
}

---

[2]
{
  "formula": "C26H22IrN6O2PS2",
  "method": "wB97M-V/def2-TZVPD",
  "species": ["Ir", "S", "S", "P", "O", "O", "N", "N", "N", "N", "N", "N", "C", "C", "C", "C", "C", "C", "C", "C", "C", "C", "C", "C", "C", "C", "C", "C", "C", "C", "C", "C", "C", "C", "C", "C", "C", "C", "H", "H", "H", "H", "H", "H", "H", "H", "H", "H", "H", "H", "H", "H", "H", "H", "H", "H", "H", "H", "H", "H"],
  "positions_angstrom": [[0.042026, 0.085832, -0.194982], [-1.511773, 1.745146, 1.278414], [-2.416163, -0.230891, -1.335061], [-2.942270, 0.994724, 0.117209], [-4.111328, 0.382688, 1.039688], [-3.786932, 2.178967, -0.574756], [0.890401, -0.553219, 1.713794], [-0.822759, -5.857715, -2.611716], [0.485123, 1.799963, -1.539489], [1.016432, -5.668511, 1.466641], [0.410224, -1.946340, -0.882940], [2.324611, 0.309033, -0.336288], [4.881063, -1.758216, 1.429015], [2.744722, 0.976183, -1.438853], [0.317003, -3.096697, -0.791951], [4.368746, -0.912033, 0.492303], [-5.764375, 3.457586, -0.139431], [3.318719, 2.486314, -3.809851], [2.011278, 2.513901, -3.262892], [-3.857957, -0.570578, 2.086969], [2.981727, -0.491011, 0.541489], [-0.250666, 3.301520, -3.236620], [-0.362933, -5.244295, -1.746239], [2.178383, -0.961457, 1.627098], [1.891328, -2.317034, 3.630393], [4.024046, 1.026806, -2.011968], [0.651649, -5.139860, 0.505221], [0.110617, -0.982166, 2.764897], [-0.453856, 2.550936, -2.073329], [4.076348, -2.239361, 2.479622], [0.562911, -1.848513, 3.709378], [1.721354, 1.772520, -2.093745], [0.974625, 3.269595, -3.834488], [-3.444484, -1.936708, 1.579034], [2.724223, -1.854179, 2.599830], [-4.314056, 3.249670, 0.230421], [0.203297, -4.486695, -0.680752], [4.289538, 1.760017, -3.177636], [-5.858012, 3.758183, -1.185269], [1.166913, 3.824826, -4.746526], [2.279597, -3.036389, 4.342119], [5.029335, -0.587108, -0.287396], [-4.801479, -0.635789, 2.624581], [-1.406854, 2.557407, -1.565200], [5.918405, -2.063829, 1.352667], [4.486301, -2.922900, 3.215752], [-4.157850, -2.307013, 0.839178], [-2.460417, -1.918901, 1.111842], [-0.890864, -0.574275, 2.798149], [-6.321045, 2.530698, 0.005038], [3.534620, 3.049584, -4.711711], [-3.110171, -0.151891, 2.762533], [-6.204372, 4.237244, 0.489637], [-0.102383, -2.170014, 4.499267], [-1.063941, 3.885735, -3.645473], [5.295225, 1.745064, -3.581708], [-4.210654, 3.014435, 1.288369], [-3.718430, 4.139493, 0.028110], [-3.408778, -2.635277, 2.419721], [4.844014, 0.494792, -1.572106]],
  "forces_ev_per_angstrom": [[-0.0160, -0.0300, 0.1639], [0.0085, -0.0500, -0.2173], [0.3198, 0.0943, 0.2011], [-0.4104, 0.2790, 0.1417], [-0.0665, -0.1473, -0.0037], [-0.0286, 0.0852, 0.0625], [-0.1275, -0.0269, -0.0537], [0.0664, 0.0535, 0.0930], [0.0960, -0.0471, -0.0534], [-0.0516, 0.0492, -0.1079], [0.1680, -0.0323, -0.1532], [-0.0614, -0.2299, 0.0576], [-0.0852, -0.0711, 0.1573], [0.1934, 0.1509, -0.1164], [-0.1175, -0.7151, 0.0668], [-0.2459, 0.0541, 0.0008], [-0.0579, 0.0400, -0.0172], [0.0162, 0.0073, -0.0142], [0.1576, -0.1281, 0.1523], [0.0109, 0.0179, -0.0740], [0.1289, 0.1029, -0.0426], [-0.1501, 0.0766, 0.0304], [0.0824, 0.2238, 0.2468], [-0.0252, 0.0157, 0.0458], [0.0224, -0.0475, 0.0804], [-0.1497, 0.0493, -0.0090], [-0.0467, 0.1984, -0.2922], [0.1375, 0.0664, -0.1371], [-0.0880, 0.1207, 0.0058], [-0.0482, 0.0467, -0.0609], [0.1134, -0.0435, -0.0099], [0.2218, 0.0071, -0.0779], [-0.0067, 0.0929, -0.1502], [-0.0086, -0.0326, -0.0306], [0.1514, -0.0602, 0.0523], [-0.0139, -0.1292, -0.0994], [0.0196, -0.0725, 0.0343], [-0.0221, -0.0076, 0.0372], [-0.0032, -0.0329, 0.0571], [0.0076, -0.0082, 0.0421], [-0.0400, 0.0567, -0.0327], [-0.0481, 0.0010, -0.0429], [-0.0681, 0.0214, 0.0396], [-0.0495, -0.0136, -0.0416], [-0.0627, -0.0184, 0.0487], [-0.0206, 0.0320, -0.0594], [0.0381, 0.0225, 0.0685], [0.0083, 0.0104, 0.0202], [0.0360, -0.0022, -0.1020], [0.0058, 0.0409, 0.0161], [-0.0473, -0.0364, 0.0657], [0.0556, 0.0342, 0.0169], [0.0254, -0.0486, -0.0604], [0.0272, -0.0103, 0.0129], [-0.0097, -0.0227, 0.0335], [-0.0189, -0.0182, 0.0315], [0.0185, -0.0580, 0.0598], [0.0588, 0.0437, -0.0088], [-0.0083, 0.0413, -0.0440], [0.0084, 0.0045, -0.0300]],
  "lowdin_spin": [2.324, 0.092, 0.119, 0.020, 0.008, 0.005, 0.267, 0.002, 0.063, 0.003, 0.079, 0.331, 0.061, 0.007, 0.022, 0.193, 0.000, 0.118, 0.001, 0.000, 0.128, -0.008, 0.001, 0.069, 0.247, 0.127, 0.001, 0.172, 0.057, 0.265, 0.066, 0.026, 0.037, 0.001, 0.020, 0.003, 0.006, -0.002, 0.000, 0.002, 0.013, 0.011, 0.000, 0.003, -0.002, 0.012, 0.000, 0.001, 0.010, 0.000, 0.007, 0.001, 0.000, 0.000, -0.001, -0.003, 0.003, 0.000, 0.000, 0.009],
  "multiplicity": 6,
  "homo_ev": [-2.6, -4.9],
  "total_energy_ha": -2725.1290,
  "gap_ha": [0.169, 0.198],
  "largest_force_ha_per_bohr": 0.0142,
  "charge": -1
}